Entry 1:
Entry from the OMol25 dataset: a cluster of 2 separate species, C5H8O2S2 in total at a distorted geometry (ωB97M-V/def2-TZVPD).

E_tot, eV: -31076.089
Highest occupied orbital energy (alpha / beta), eV: -8.633 / -8.423
HOMO-LUMO gap (alpha / beta), eV: 7.61 / 7.26
ΔE to the lowest compared entry with this formula, charge and spin, kJ/mol: 302.5
Maximum force, eV/A: 2.603

```
17
Properties=species:S:1:pos:R:3:forces:R:3:lowdin_charge:R:1
C 0.1936 0.4548 1.1733 0.2 -0.2 -0.1 -0.157
C -0.1073 1.1476 -0.1564 -0.2 0.0 0.3 -0.176
C 0.7068 -0.9582 0.9034 0.4 0.5 0.3 -0.146
C -0.8357 0.2060 -1.0900 0.1 0.0 0.3 -0.319
C -0.9209 -1.1948 -0.7165 0.1 -1.6 -2.1 -0.548
O -3.2608 -0.6953 -2.0001 -0.6 -0.1 -0.7 -0.539
O -0.3576 -1.7282 0.3431 -0.4 -0.1 0.1 -0.065
S -0.7132 -2.9247 -2.7747 0.2 1.5 1.9 0.366
S -2.5941 -0.4697 -0.7270 0.9 0.0 0.4 1.007
H 0.9363 1.0166 1.7373 0.0 0.0 0.1 0.120
H -0.7158 0.3811 1.7739 0.0 0.0 0.1 0.124
H -0.7072 2.0452 0.0060 0.1 0.0 0.0 0.119
H 0.8262 1.4570 -0.6252 0.1 0.0 -0.1 0.122
H 1.5558 -0.9417 0.2098 -0.1 -0.1 0.0 0.142
H 0.9930 -1.4813 1.8169 0.0 0.1 -0.2 0.134
H -0.8047 0.4438 -2.1439 -0.2 -0.2 -0.1 0.129
H -1.9753 -2.6427 -3.0714 -0.4 0.1 -0.1 -0.311
```
Forces are in eV/Å.


Entry 2:
Entry from the OMol25 dataset: a cluster of 5 separate species, CH11NO3 in total at a distorted geometry (ωB97M-V/def2-TZVPD).

Total charge: -1
E_tot, eV: -8845.606
Highest occupied orbital energy (alpha / beta), eV: -3.383 / -3.379
HOMO-LUMO gap (alpha / beta), eV: 6.90 / 5.79
ΔE to the lowest compared entry with this formula, charge and spin, kJ/mol: 136.3
2S+1: 2
Maximum force, eV/A: 1.355

```
16
Properties=species:S:1:pos:R:3:forces:R:3:lowdin_charge:R:1
C -0.0573 1.8137 2.1651 0.0 -0.2 -0.5 -0.197
N 0.7037 0.8752 1.3937 0.7 0.3 0.1 0.032
H -0.8155 2.2692 1.5313 -0.1 0.1 -0.4 0.078
H 0.5333 2.6228 2.5949 -0.1 -0.1 0.5 0.059
H -0.6886 1.2331 2.8497 0.3 0.2 0.4 0.084
H 1.9048 -1.8620 -0.8076 0.4 0.5 0.1 0.009
H 1.7144 1.0581 1.5147 -0.5 -0.1 -0.1 0.062
H 0.1473 -0.1473 -1.9082 -0.3 -0.1 0.1 -0.044
H -0.6534 -1.9463 -2.9872 0.2 0.4 0.7 -0.115
O -0.2628 -1.6524 -2.1403 -0.4 -0.4 -0.5 -0.520
H -1.1879 -1.6494 -0.1637 0.1 0.2 0.3 0.005
H -0.3300 -0.6392 0.5312 -1.0 -0.7 0.6 -0.033
O -1.1002 -1.2323 0.7301 0.8 0.2 -1.1 -0.165
H 1.6702 -2.5487 -0.8528 -0.2 -0.5 0.0 0.014
H 0.3280 0.7855 -0.6373 0.0 -0.1 0.3 -0.082
O 0.3085 0.8159 -1.5900 0.3 0.3 -0.7 -0.186
```
Forces are in eV/Å.


- maximum force of number 1 (C5H8O2S2)?
  2.603 eV/A